ORCA calculation (ωB97M-V/def2-TZVPD) on 6 unconnected molecules or ions with the total composition C39H73BrIN3O19P2 at a distorted geometry.

Output
M ... 1156.77 u
SMILES string ... CCCCCCCCC[C@@](CCCCO)(O[C@H](CCCI)P(O)Br)[C@H](N)N(O)[PH2]=N.C[C@@H]1COC(=O)O1.C[C@@H]1COC(=O)O1.C[C@@H]1COC(=O)O1.C[C@@H]1COC(=O)O1.C[C@@H]1COC(=O)O1
HOMO-LUMO gap ... 0.3291 Eh
Max |F| ... 0.021 Eh/bohr
Energy ... -181720.563 eV

The geometry in XYZ format:
```
138
Properties=species:S:1:pos:R:3:forces:R:3
C 2.31196 -0.01057 0.72441 0.11 -0.06 0.09
C 2.26290 -1.53998 0.74538 0.19 0.17 -0.27
C 3.04071 -2.17066 -0.43399 -0.10 0.10 0.32
C 2.12989 -2.79298 -1.49369 0.12 0.07 0.15
C 1.52994 -4.13770 -1.07274 0.04 -0.14 -0.43
C 0.49611 -4.69569 -2.08370 0.10 0.33 0.26
C -0.95804 -4.68343 -1.58994 0.12 0.23 -0.55
C -1.62431 -3.27862 -1.62041 0.23 -0.50 0.08
C -1.91908 -2.78491 -0.20435 0.03 0.15 0.10
C -2.79352 -1.52816 -0.01299 -0.30 -0.44 -0.43
C -4.22781 -1.94120 -0.41403 -0.14 0.14 0.44
C -5.29080 -0.86712 -0.64381 -0.19 0.00 -0.04
C -5.73077 -0.10573 0.60706 -0.07 0.16 0.02
C -6.40106 -0.99156 1.66687 0.15 0.52 0.21
O -7.59759 -0.40684 2.18898 -0.07 -0.39 -0.31
O -2.94667 -1.25664 1.38787 0.22 0.31 -0.17
C -1.84031 -0.91952 2.19549 0.16 -0.03 0.40
C -1.16942 -2.14008 2.87648 -0.20 0.15 0.28
C -2.15448 -3.27027 3.20961 0.32 -0.45 0.04
C -1.45373 -4.63614 3.19172 -0.29 0.03 -0.14
I -2.75931 -6.18937 2.47225 0.01 0.00 0.06
P -2.59143 0.05242 3.61167 -0.04 -0.44 0.05
O -3.37238 1.24146 2.81790 0.24 0.05 -0.06
Br -0.68502 1.03071 4.32191 0.02 0.10 -0.12
C -2.29493 -0.31298 -0.86685 0.29 0.22 0.63
N -0.88674 -0.25745 -1.16737 -0.20 0.16 -0.03
N -2.77835 0.96267 -0.21383 0.40 -0.01 -1.00
O -1.66727 1.54396 0.51393 -0.03 -0.30 -0.05
P -3.16712 2.16694 -1.36815 -0.24 0.48 0.23
N -3.95071 3.39335 -0.82739 0.43 -0.15 0.21
H 1.84836 0.42173 1.61493 -0.10 -0.02 -0.08
H 3.35364 0.32198 0.70506 -0.08 0.00 -0.05
H 1.81890 0.40009 -0.15984 0.01 -0.01 0.03
H 2.67990 -1.88906 1.69336 -0.18 -0.05 0.01
H 1.22008 -1.87392 0.68805 -0.02 -0.07 0.22
H 3.66510 -1.39470 -0.88429 -0.14 -0.19 0.02
H 3.71820 -2.93192 -0.03095 -0.02 -0.07 -0.19
H 2.71143 -2.93552 -2.41174 -0.17 -0.01 -0.02
H 1.32528 -2.08287 -1.73438 0.08 -0.03 -0.03
H 1.07993 -4.07154 -0.07599 0.05 0.02 0.00
H 2.36087 -4.84776 -1.00911 -0.05 0.04 0.23
H 0.76941 -5.71151 -2.37938 -0.03 0.03 0.09
H 0.56611 -4.08095 -2.98993 -0.08 -0.17 -0.05
H -1.52128 -5.33368 -2.26575 -0.06 -0.11 0.29
H -1.00566 -5.09278 -0.57720 -0.08 -0.16 -0.08
H -0.94159 -2.61175 -2.14824 -0.18 0.11 0.04
H -2.53495 -3.35949 -2.21669 -0.02 0.19 0.06
H -0.95950 -2.65872 0.30689 -0.03 0.02 0.00
H -2.45221 -3.58153 0.32782 0.12 0.00 -0.01
H -4.18921 -2.62429 -1.26317 0.03 0.15 -0.10
H -4.57191 -2.53371 0.44237 0.06 -0.17 -0.18
H -6.17886 -1.38557 -1.02945 0.08 0.03 -0.04
H -5.01750 -0.15870 -1.43377 0.10 -0.09 0.08
H -4.88815 0.42640 1.05512 -0.06 -0.08 -0.17
H -6.46205 0.65326 0.30592 -0.01 -0.09 0.00
H -5.70015 -1.13890 2.49591 0.00 -0.38 -0.10
H -6.70017 -1.95632 1.25451 0.02 -0.01 0.06
H -7.35984 0.32338 2.75737 0.06 0.23 0.17
H -1.09620 -0.29745 1.69339 -0.09 -0.04 -0.11
H -0.34061 -2.51339 2.27528 -0.04 0.01 -0.10
H -0.71654 -1.78630 3.81016 0.13 -0.04 -0.13
H -2.57876 -3.12870 4.20604 -0.16 0.10 -0.13
H -2.97553 -3.29230 2.49651 0.03 0.20 0.03
H -0.62043 -4.66124 2.49272 0.03 0.00 0.12
H -1.14851 -4.97713 4.17650 0.17 0.06 -0.08
H -4.00829 1.60950 3.43563 -0.25 0.23 0.03
H -2.81223 -0.36253 -1.83104 -0.14 -0.11 0.21
H -0.29499 -0.79034 -0.55101 0.07 0.04 0.05
H -0.68235 -0.47620 -2.12719 0.07 -0.07 0.00
H -1.91992 2.46412 0.66900 -0.24 0.01 0.29
H -1.91246 2.48763 -1.91952 -0.04 -0.06 -0.25
H -3.81955 1.48467 -2.41211 0.10 -0.23 0.02
H -4.19616 3.31937 0.15213 -0.28 0.12 -0.06
C 6.75016 -2.98394 -4.59135 -0.24 -0.08 0.08
C 6.64945 -1.55029 -4.14332 0.05 -0.08 0.02
C 7.67180 -1.11390 -3.11715 0.10 -0.17 -0.01
O 6.96239 -0.09171 -2.40048 0.13 -0.03 0.08
C 5.64386 -0.34421 -2.50983 -0.05 -0.01 -0.04
O 4.79467 0.20393 -1.88014 0.06 0.18 -0.05
O 5.41670 -1.31078 -3.42493 0.01 0.03 -0.09
H 6.57387 -3.65752 -3.75198 0.09 0.01 0.03
H 6.00794 -3.20478 -5.35732 0.02 0.02 -0.02
H 7.74064 -3.17733 -5.00340 0.01 0.02 -0.01
H 6.66021 -0.87435 -5.00228 0.01 0.04 0.02
H 8.57677 -0.70486 -3.55301 -0.11 0.08 0.07
H 7.91891 -1.91342 -2.41308 -0.06 -0.06 -0.05
C -10.21840 1.35197 1.75818 -0.08 0.43 -0.07
C -10.88739 1.60165 0.43510 0.13 -0.14 0.02
C -10.16230 1.04211 -0.77147 -0.01 -0.02 -0.03
O -10.55068 1.94732 -1.81357 0.07 -0.05 0.01
C -10.85128 3.13706 -1.23829 0.00 -0.02 0.03
O -11.03136 4.14759 -1.83506 -0.02 0.07 -0.04
O -10.91469 3.00779 0.10456 -0.08 -0.03 0.05
H -9.24634 1.84699 1.78018 0.05 -0.08 -0.06
H -10.81565 1.75458 2.57054 -0.05 -0.05 0.02
H -10.07639 0.28720 1.92295 0.00 -0.02 0.02
H -11.92392 1.25279 0.45532 -0.01 0.01 -0.05
H -10.45811 0.02909 -1.03037 -0.06 0.04 -0.08
H -9.07709 1.08870 -0.65088 0.00 -0.01 0.06
C 9.41585 4.77920 -1.10649 0.19 -0.15 0.06
C 9.08681 4.16895 -2.44306 -0.09 0.08 0.18
C 7.67548 3.63247 -2.58749 -0.01 0.03 0.02
O 7.85637 2.56768 -3.53200 -0.09 0.07 -0.04
C 9.11956 2.12711 -3.42224 -0.04 -0.04 -0.01
O 9.53021 1.12537 -3.92401 0.19 0.14 -0.07
O 9.85920 2.96651 -2.66973 -0.07 0.13 -0.09
H 9.33991 4.03005 -0.31803 -0.10 0.01 0.00
H 10.43209 5.17093 -1.09725 -0.01 0.03 -0.02
H 8.72853 5.59679 -0.88938 -0.01 0.01 -0.01
H 9.32079 4.86349 -3.25392 -0.01 -0.03 -0.04
H 6.96686 4.35787 -2.97629 0.00 -0.06 -0.12
H 7.29321 3.20659 -1.65728 0.03 0.01 0.03
C -9.94820 4.55250 6.31948 0.03 0.00 -0.22
C -10.50741 3.16070 6.45260 0.07 0.10 0.08
C -9.69898 2.20931 7.31296 -0.02 0.00 0.03
O -9.99113 0.93826 6.72182 0.07 0.01 0.03
C -10.31602 1.14618 5.42339 -0.02 0.05 0.05
O -10.43310 0.29522 4.60572 0.00 -0.11 0.11
O -10.48503 2.46945 5.18934 -0.07 0.02 -0.01
H -8.97534 4.52534 5.82777 0.04 -0.03 0.08
H -10.60621 5.17812 5.71852 -0.02 0.00 0.03
H -9.83927 5.00943 7.30335 -0.01 -0.01 0.01
H -11.54691 3.19278 6.79007 -0.01 -0.04 0.01
H -9.98927 2.20818 8.35993 -0.06 -0.10 -0.01
H -8.62510 2.39528 7.23004 0.00 0.05 -0.01
C 12.72397 1.40973 -2.51921 0.10 -0.07 0.30
C 13.92820 2.27950 -2.75782 -0.07 -0.13 -0.08
C 15.10888 1.60027 -3.42194 0.01 0.01 -0.03
O 16.22036 2.33792 -2.90146 0.01 -0.08 -0.03
C 15.85479 2.85166 -1.70141 -0.06 -0.02 -0.02
O 16.59772 3.35630 -0.92741 0.07 0.05 0.06
O 14.52256 2.70399 -1.51512 -0.05 0.07 -0.02
H 12.97299 0.59951 -1.83169 0.07 -0.05 -0.09
H 11.91796 1.98535 -2.07631 -0.04 0.02 -0.03
H 12.36328 0.98639 -3.45649 -0.03 0.04 -0.02
H 13.64688 3.18113 -3.31017 0.04 0.01 -0.01
H 15.09774 1.66105 -4.50681 0.08 0.08 0.00
H 15.20573 0.55647 -3.11317 -0.05 -0.01 0.01
```
Positions in Å, forces in eV/Å.